i | {"formula": "C12H24O24S6", "method": "ωB97M-V/def2-TZVPD", "orbital_gap_ev": 7.9, "elements": ["C", "C", "O", "S", "O", "O", "O", "H", "H", "H", "H", "C", "C", "O", "S", "O", "O", "O", "H", "H", "H", "H", "C", "C", "O", "S", "O", "O", "O", "H", "H", "H", "H", "C", "C", "O", "S", "O", "O", "O", "H", "H", "H", "H", "C", "C", "O", "S", "O", "O", "O", "H", "H", "H", "H", "C", "C", "O", "S", "O", "O", "O", "H", "H", "H", "H"], "xyz": [[23.8449, -13.2635, -2.1236], [23.0739, -14.0739, -3.1430], [22.2517, -14.9146, -2.4236], [22.4331, -14.8268, -0.8019], [23.4897, -15.8188, -0.4895], [21.0753, -14.8046, -0.1548], [23.1353, -13.3426, -0.9685], [23.7476, -12.2518, -2.5175], [24.8404, -13.6855, -1.9857], [23.8442, -14.6967, -3.5978], [22.6021, -13.4717, -3.9195], [21.0205, -15.7247, -7.6419], [21.4951, -14.4106, -8.1470], [22.4340, -13.9942, -7.0835], [22.2381, -14.8165, -5.6779], [21.7835, -14.0126, -4.5508], [23.3711, -15.7369, -5.5438], [20.8740, -15.6169, -6.2646], [21.7253, -16.5296, -7.8506], [20.0599, -15.9878, -8.0845], [20.6622, -13.7099, -8.0885], [21.9915, -14.2878, -9.1096], [23.5737, -12.3741, 1.6598], [23.3620, -11.6964, 0.2325], [23.9985, -10.4569, 0.3200], [24.5739, -10.0831, 1.8900], [24.0000, -8.8124, 2.3501], [26.0193, -10.2914, 1.8313], [23.8396, -11.3592, 2.6243], [24.4267, -13.0486, 1.5852], [22.6245, -12.8351, 1.9328], [22.3499, -11.7261, -0.1711], [24.0186, -12.0915, -0.5427], [26.5254, -10.8241, -0.4702], [27.9463, -11.0665, -1.1526], [28.2698, -12.4402, -1.0118], [26.9417, -13.3777, -0.5259], [27.3190, -14.5707, 0.2260], [26.0232, -13.6032, -1.6585], [26.4229, -12.0040, 0.2483], [25.7511, -10.7271, -1.2312], [26.4468, -10.0314, 0.2738], [28.6418, -10.2684, -0.8932], [27.8261, -11.1415, -2.2334], [20.2770, -16.8826, -0.1081], [19.7952, -17.6572, 1.1234], [20.9969, -18.1465, 1.6871], [22.2505, -18.2961, 0.6294], [22.5321, -19.7425, 0.4472], [23.3826, -17.4922, 1.1438], [21.4537, -17.6206, -0.5834], [20.7651, -15.9588, 0.2028], [19.6727, -16.8940, -1.0151], [19.1353, -18.4841, 0.8609], [19.3782, -17.1191, 1.9747], [23.3003, -11.4788, -6.7551], [24.3877, -10.5306, -6.8289], [24.7155, -10.2013, -5.5170], [23.9575, -11.0786, -4.3319], [23.3466, -10.3152, -3.2416], [24.6815, -12.2867, -4.0300], [22.7999, -11.3797, -5.4720], [23.4467, -12.5506, -6.8891], [22.5237, -11.2618, -7.4885], [24.2375, -9.5758, -7.3328], [25.2784, -11.0012, -7.2453]], "mulliken_charge": [0.683, -0.253, -0.692, 1.221, -0.555, -0.648, -0.470, -0.597, 0.623, 0.588, 0.097, -0.561, -0.292, -0.440, 1.289, -0.360, -0.583, -0.352, 0.318, 0.354, 0.280, 0.358, -0.469, 0.612, -0.508, 1.084, -0.597, -0.542, -0.413, 0.321, 0.466, 0.670, -0.780, -0.295, -0.348, -0.429, 1.049, -0.576, -0.412, -0.275, -0.029, 0.714, 0.299, 0.268, -0.350, -0.270, -0.408, 1.215, -0.614, -0.499, -0.274, 0.442, 0.370, 0.259, 0.252, -0.249, -0.188, -0.376, 1.143, -0.592, -0.449, -0.439, 0.339, 0.389, 0.221, 0.263]}

=====

ii | {"formula": "C12H24O24S6", "method": "ωB97M-V/def2-TZVPD", "orbital_gap_ev": 10.4, "elements": ["C", "C", "O", "S", "O", "O", "O", "H", "H", "H", "H", "C", "C", "O", "S", "O", "O", "O", "H", "H", "H", "H", "C", "C", "O", "S", "O", "O", "O", "H", "H", "H", "H", "C", "C", "O", "S", "O", "O", "O", "H", "H", "H", "H", "C", "C", "O", "S", "O", "O", "O", "H", "H", "H", "H", "C", "C", "O", "S", "O", "O", "O", "H", "H", "H", "H"], "xyz": [[0.5653, 0.2846, -1.9287], [-0.3924, -0.8035, -2.4519], [-1.0403, -1.3406, -1.2938], [-0.9021, -0.3110, -0.0065], [-0.3288, -0.9980, 1.1171], [-2.1367, 0.3536, 0.2034], [0.2001, 0.7270, -0.6407], [0.5742, 1.0612, -2.6932], [1.6028, -0.0433, -1.8143], [0.0490, -1.5929, -3.0498], [-1.1006, -0.2135, -3.0359], [-0.7348, 6.1285, -3.3986], [-1.1841, 4.9370, -4.2727], [-0.4766, 3.8381, -3.7385], [-0.4161, 3.9467, -2.1043], [0.8658, 3.6496, -1.5363], [-1.6106, 3.3869, -1.5393], [-0.5780, 5.5282, -2.1256], [-1.5175, 6.8732, -3.2960], [0.1877, 6.5212, -3.8278], [-1.0439, 4.9355, -5.3495], [-2.2454, 4.7518, -4.0538], [3.3333, 0.9661, 1.2392], [2.1222, 1.5406, 1.9870], [2.5454, 1.6452, 3.3632], [4.1286, 1.3543, 3.4925], [4.3642, 0.7120, 4.7671], [4.8952, 2.4812, 3.0311], [4.0855, 0.2904, 2.2699], [3.9693, 1.7491, 0.8288], [3.1276, 0.2072, 0.4903], [1.2151, 0.9431, 2.0080], [1.8471, 2.5518, 1.6868], [3.1006, -4.1220, 5.0092], [1.7810, -4.4185, 5.7095], [1.0167, -3.2253, 5.6306], [1.7559, -2.0859, 4.7913], [1.5982, -0.8167, 5.4541], [1.3252, -2.2215, 3.4322], [3.2102, -2.6896, 5.1112], [3.0200, -4.3096, 3.9318], [4.0215, -4.5898, 5.3388], [1.8818, -4.6851, 6.7660], [1.1400, -5.1910, 5.2749], [-3.0214, -1.0087, 3.3484], [-1.7221, -1.2761, 4.0546], [-1.5906, -0.2011, 4.9902], [-1.9702, 1.1203, 4.2331], [-0.9962, 1.4410, 3.2062], [-2.4737, 2.1628, 5.0761], [-3.3048, 0.4060, 3.5578], [-3.8838, -1.5327, 3.7658], [-3.0627, -1.1017, 2.2636], [-0.8843, -1.1356, 3.3696], [-1.6395, -2.2427, 4.5405], [-2.8297, -3.0122, -6.3338], [-1.3935, -3.1788, -6.7917], [-0.9480, -1.8191, -6.8880], [-2.0789, -0.6687, -6.8142], [-2.1130, 0.1750, -7.9895], [-2.1580, -0.0143, -5.5337], [-3.2905, -1.8069, -6.9430], [-2.8284, -2.8229, -5.2562], [-3.4509, -3.8752, -6.5474], [-1.4973, -3.5173, -7.8277], [-0.6841, -3.7972, -6.2574]], "mulliken_charge": [-0.317, -0.317, -0.383, 1.044, -0.468, -0.620, 0.013, 0.202, 0.251, 0.338, 0.220, -0.308, -0.367, -0.277, 1.146, -0.511, -0.537, -0.302, 0.287, 0.279, 0.300, 0.275, -0.145, 0.421, -0.251, 1.097, -0.516, -0.600, -0.394, 0.332, 0.154, -0.412, 0.303, -0.362, -0.325, -0.369, 1.314, -0.568, -0.487, -0.285, 0.239, 0.337, 0.265, 0.274, -0.169, 0.313, -0.324, 1.064, -0.349, -0.632, -0.346, 0.268, 0.109, -0.399, 0.500, -0.303, -0.236, -0.304, 1.059, -0.553, -0.439, -0.355, 0.230, 0.332, 0.264, 0.301]}

=====

Stability ranking, top and bottom: ii is the most stable and i is the least stable.

=====

i | {"formula": "C4H3Br", "method": "ωB97M-V/def2-TZVPD", "orbital_gap_ev": 7.5, "elements": ["C", "C", "C", "C", "Br", "H", "H", "H"], "xyz": [[-0.3464, 0.1606, -0.2928], [0.1667, 1.4963, -1.6992], [0.0584, -0.3699, 1.0270], [-1.0342, -0.8532, 0.0990], [1.9373, 1.6138, -1.8885], [1.1190, -0.8381, 0.9771], [-0.1183, 0.2752, 2.0076], [-1.7825, -1.4846, -0.2301]], "mulliken_charge": [0.112, -0.050, -0.463, -0.435, 0.099, 0.159, 0.181, 0.398]}

=====

ii | {"formula": "C4H3Br", "method": "ωB97M-V/def2-TZVPD", "orbital_gap_ev": 7.2, "elements": ["C", "C", "C", "C", "Br", "H", "H", "H"], "xyz": [[1.6977, -1.1452, 1.7722], [1.4654, -2.0521, 2.6626], [1.8272, 0.0047, 1.0956], [1.1115, -0.5403, -0.8526], [1.1898, 0.9061, -2.0608], [2.0622, 1.0127, 1.0281], [0.0809, -0.7670, -0.4273], [1.7067, -1.3053, -1.3108]], "mulliken_charge": [0.279, -0.510, -0.179, -0.592, -0.100, 0.411, 0.337, 0.354]}

=====

Stability ranking, top and bottom: ii is the most stable and i is the least stable.

=====

i | {"formula": "CHN3O2", "method": "ωB97M-V/def2-TZVPD", "orbital_gap_ev": 11.2, "elements": ["O", "C", "N", "N", "N", "O", "H"], "xyz": [[-2.2058, 0.5884, -0.1856], [-1.3077, 0.7031, 0.5500], [0.0857, -0.7388, -0.6588], [1.1586, -0.5057, -0.0852], [1.9472, -0.2294, 0.6725], [-0.4817, 0.9031, 1.3535], [0.1377, -0.8834, -1.6573]], "mulliken_charge": [-0.412, 0.843, -0.606, 0.720, -0.338, -0.442, 0.237]}

=====

ii | {"formula": "CHN3O2", "method": "ωB97M-V/def2-TZVPD", "orbital_gap_ev": 11.1, "elements": ["C", "H", "N", "N", "N", "O", "O"], "xyz": [[0.3967, 0.0659, 0.0240], [1.2919, 0.0130, 1.6749], [0.2228, 0.3671, -1.2109], [-0.9619, -0.0008, -1.4754], [-1.6624, -0.2944, -0.4443], [1.4261, 0.1382, 0.7700], [-0.7133, -0.2890, 0.6617]], "mulliken_charge": [0.770, 0.339, -0.322, -0.146, -0.008, -0.416, -0.217]}

=====

iii | {"formula": "CHN3O2", "method": "ωB97M-V/def2-TZVPD", "orbital_gap_ev": 9.9, "elements": ["O", "C", "N", "N", "N", "O", "H"], "xyz": [[1.9561, -0.5464, 0.1021], [0.7619, -0.5577, -0.0701], [0.0006, 0.6949, 0.2956], [-1.2603, 0.6000, 0.0162], [-1.7194, -0.3949, -0.4210], [-0.1086, -1.3902, -0.5024], [0.3698, 1.5943, 0.5797]], "mulliken_charge": [-0.532, 0.604, 0.069, 0.036, 0.023, -0.450, 0.251]}

=====

Stability ranking, top and bottom: i is the most stable and ii is the least stable.